The following is a DFT calculation (ωB97M-V/def2-TZVPD) of C20H26CoFIN3O5 as an isolated structure in a non-equilibrium geometry.

Each line ends with the natural charge from an NBO analysis.
Cartesian coordinates (Å):
H 0.12 -3.67 2.72  0.24
O 0.34 0.29 -8.44  -0.56
C 0.11 0.19 3.57  0.01
H 2.66 -1.43 3.11  0.25
C 0.16 0.16 -7.24  0.58
H 1.72 -0.42 -4.20  0.28
F 2.53 -0.06 -6.68  -0.30
N 4.13 1.10 0.29  -0.73
H 0.27 -3.43 0.93  0.26
H -3.34 -1.02 0.43  0.24
C 1.23 -0.09 -6.29  0.24
H -0.64 -1.81 -3.16  0.23
C 1.68 -1.83 3.53  -0.67
C -3.34 0.84 1.90  -0.65
C -1.08 0.91 3.06  -0.03
C -2.48 -1.67 0.68  -0.66
C 2.81 1.34 0.41  0.71
H -1.69 2.92 2.63  0.24
H 4.68 1.73 -0.24  0.42
C -0.54 -1.80 2.22  -0.07
H 1.80 -1.82 4.64  0.25
O 1.34 -0.10 -2.21  -0.68
H -4.06 0.02 1.78  0.24
H 1.99 3.32 0.17  0.26
N -1.07 0.27 -6.66  -0.62
C -1.68 -1.07 1.78  -0.04
C -1.98 0.22 2.26  -0.01
C -0.35 -3.18 1.85  -0.67
C 2.21 2.47 -0.43  -0.67
H 4.63 0.45 0.90  0.43
C 0.89 -0.28 -4.99  -0.04
C -0.77 -0.72 -3.15  -0.33
C 0.42 -1.15 3.06  -0.08
H -1.31 -3.72 1.77  0.25
H -1.79 0.39 -7.32  0.43
C 0.88 0.88 4.63  -0.68
Co 0.31 0.06 1.04  1.56
H -2.88 -2.64 1.01  0.23
C 0.13 -0.16 -2.00  0.79
C -1.50 -0.03 -5.38  0.79
H -3.32 1.37 0.95  0.25
I 3.25 3.14 -2.16  0.19
H 1.25 2.09 -0.84  0.27
C -1.37 2.34 3.49  -0.66
H 1.77 0.37 4.95  0.24
O -2.66 0.09 -5.00  -0.62
H -0.34 2.78 3.72  0.23
H 1.20 1.91 4.35  0.24
H -1.86 -0.51 -2.96  0.27
H 0.38 1.12 5.60  0.26
O -0.47 0.08 -0.87  -0.89
H -1.95 -1.77 -0.29  0.26
N -0.42 -0.23 -4.57  -0.42
H -2.11 2.38 4.32  0.25
H 1.68 -2.90 3.21  0.24
H -3.73 1.49 2.75  0.24
O 2.14 0.76 1.37  -0.80

Calculated values
M = 593.3 g mol⁻¹
HOMO (alpha / beta) = -10.73 / -10.73 eV
Charge = +1
Spin multiplicity = 4
<S²> = 3.759

---

The following is a DFT calculation (ωB97M-V/def2-TZVPD) of a single C7H12 molecule in a non-equilibrium geometry.

Each line ends with the natural charge from an NBO analysis.
Cartesian coordinates (Å):
C 0.68 1.08 -1.05  0.02
C -2.83 -0.02 0.21  -0.60
H -3.33 0.84 -0.23  0.20
H -1.18 1.91 -0.60  0.22
C -1.46 -0.23 -0.44  -0.39
C 2.84 -0.91 1.02  -0.64
H 3.25 -1.84 0.63  0.21
H 1.51 -0.92 -0.63  0.14
C 1.82 1.03 -0.37  -0.11
H 3.58 -0.31 1.54  0.21
H -0.36 1.17 0.79  0.22
H -3.48 -0.89 0.08  0.21
C 2.15 -0.22 -0.08  -0.24
C -0.60 1.04 -0.27  -0.47
H 2.03 -1.17 1.72  0.21
H -0.97 -1.10 0.02  0.21
H 0.66 0.88 -2.13  0.20
H -2.73 0.17 1.28  0.21
H -1.58 -0.48 -1.50  0.20

Calculated values
M = 96.2 g mol⁻¹
HOMO = -8.31 eV
Spin multiplicity = 1
SMILES = CC=C=CCCC

---

The following is a DFT calculation (ωB97M-V/def2-TZVPD) of C50H42AsCsN10O as an isolated structure in a non-equilibrium geometry.

Each line ends with the Mulliken charge.
Cartesian coordinates (Å):
N 17.63 15.17 8.68  -0.05
H 8.55 14.77 9.65  0.40
H 15.21 5.66 10.83  0.39
C 17.77 11.51 6.94  -0.75
N 14.20 11.68 14.06  -0.07
N 17.28 10.52 10.13  -0.22
C 14.43 17.69 9.32  -0.27
N 12.39 11.13 11.85  -0.10
C 12.96 11.24 14.50  0.11
C 15.27 17.75 7.26  -0.95
C 15.80 7.61 10.10  -0.39
H 15.55 16.52 16.29  0.34
H 11.95 8.30 10.04  0.34
H 20.82 12.46 6.74  0.34
C 20.24 10.85 11.65  0.22
H 8.40 15.18 12.12  0.33
H 17.24 11.07 6.06  0.38
C 19.64 14.50 9.79  0.86
H 9.69 13.72 13.71  0.53
C 14.56 9.95 15.58  0.22
C 20.94 11.54 13.87  -0.56
C 18.61 11.18 13.44  -0.09
C 17.53 10.70 11.44  -0.41
H 11.20 9.51 16.16  0.40
C 17.15 11.14 13.57  0.09
N 12.68 11.40 9.51  -0.46
H 18.58 10.86 7.23  0.34
N 15.05 11.18 9.49  0.06
C 13.95 9.17 9.86  0.77
C 18.91 10.89 12.07  -0.03
H 11.93 16.70 14.67  0.35
C 9.76 13.62 12.64  -0.10
H 13.07 19.08 14.42  0.31
H 12.84 6.14 10.87  0.33
N 16.51 11.20 14.72  -0.65
C 19.27 15.42 10.94  0.41
H 16.15 8.87 16.61  0.38
C 21.23 11.10 12.59  -0.67
C 12.82 8.08 16.53  -0.53
H 18.68 13.08 5.63  0.39
C 14.34 18.37 8.08  -0.83
H 13.77 17.83 10.16  0.44
Cs 15.04 13.75 10.90  0.83
C 14.09 18.83 14.07  -0.97
C 13.15 10.14 15.43  0.17
H 18.43 15.01 11.56  0.00
C 19.16 13.48 7.63  0.58
H 14.15 19.08 13.00  0.30
C 18.78 14.41 8.63  -0.74
C 15.89 16.66 15.25  -1.14
C 14.88 6.62 10.47  -0.57
C 15.20 11.01 14.73  -0.09
H 21.69 12.00 14.50  0.39
As 14.34 16.79 14.03  0.48
N 15.33 16.70 9.35  0.07
C 11.64 11.84 12.78  0.05
C 12.81 16.07 14.88  -0.88
H 17.49 15.97 6.72  0.36
C 15.08 8.93 16.34  -0.34
O 14.68 15.86 12.68  -0.33
H 13.01 15.93 15.95  0.38
H 20.55 14.76 12.54  0.31
H 21.31 16.06 11.60  0.42
C 10.81 12.49 10.73  0.04
H 16.52 17.54 15.24  0.36
H 19.38 11.80 15.37  0.51
C 21.36 13.23 8.69  -0.95
C 17.10 15.94 7.78  -0.33
C 15.98 10.24 9.83  0.22
C 15.31 8.90 9.96  0.10
C 20.92 13.93 9.82  -0.19
C 11.96 11.56 10.61  -0.41
C 14.18 7.94 16.76  -0.44
C 18.19 12.98 6.63  -1.00
C 19.63 11.53 14.34  -0.23
H 14.81 19.37 14.67  0.33
N 16.57 10.85 12.38  -0.16
C 13.80 10.63 9.52  -0.60
H 15.48 18.06 6.23  0.35
H 13.61 19.14 7.91  0.38
C 9.05 14.40 11.71  -0.66
C 15.92 16.74 8.09  0.12
H 22.26 10.98 12.30  0.37
H 18.95 16.38 10.48  0.33
C 20.51 13.04 7.62  -0.43
C 10.10 13.27 9.82  -0.36
H 20.06 16.43 12.75  0.33
H 16.86 7.44 9.99  0.47
H 20.49 10.54 10.61  0.41
H 21.56 14.07 10.70  0.31
H 17.03 11.46 7.75  0.07
C 9.19 14.23 10.33  -0.54
C 12.27 9.30 16.08  -0.32
H 12.22 7.21 16.76  0.36
C 13.52 6.92 10.52  -0.62
H 17.31 13.62 6.64  0.32
C 13.03 8.15 10.05  -0.40
H 16.46 15.77 14.96  0.31
H 12.66 15.04 14.44  0.11
C 10.69 12.72 12.14  0.27
N 11.76 11.69 14.11  -0.78
H 22.37 12.80 8.65  0.30
H 10.24 13.13 8.75  0.48
H 14.56 7.08 17.29  0.35
C 20.38 15.68 11.99  -1.65

Calculated values
M = 1006.8 g mol⁻¹
HOMO (alpha / beta) = -0.91 / -1.22 eV
Charge = -2
Spin multiplicity = 1

---

The following is a DFT calculation (ωB97M-V/def2-TZVPD) of C2H8N3O13V2 as an isolated structure in a non-equilibrium geometry.

Each line ends with the natural charge from an NBO analysis.
Cartesian coordinates (Å):
O 2.86 -13.02 19.18  -0.31
O 2.97 -7.38 19.46  -0.21
O 2.62 -11.98 21.75  -0.54
O 6.07 -10.02 21.33  -0.56
N 5.92 -11.17 20.78  0.79
H 10.24 -9.69 20.23  0.17
H 8.89 -9.64 19.06  0.18
C 9.33 -9.17 19.93  -0.25
H 8.70 -9.31 20.82  0.14
O 3.97 -8.05 21.23  -0.57
H 9.61 -14.95 23.20  0.19
O 9.65 -7.84 19.60  -0.71
H 9.99 -13.37 22.53  0.16
V 5.17 -8.72 22.76  1.75
O 6.67 -12.06 21.00  -0.28
O 8.30 -14.32 21.74  -0.73
O 3.69 -10.34 22.69  -0.62
V 2.90 -11.58 19.73  1.71
N 2.70 -11.12 22.73  0.76
O 6.34 -7.72 22.84  -0.31
O 1.88 -11.08 23.57  -0.23
C 9.17 -14.02 22.84  -0.25
O 2.82 -9.46 20.00  -0.62
N 3.24 -8.26 20.19  0.78
O 4.93 -11.34 20.02  -0.54
H 8.62 -13.56 23.67  0.15
H 7.84 -13.51 21.50  0.46
H 9.96 -7.40 20.39  0.47

Calculated values
M = 384.0 g mol⁻¹
HOMO (alpha / beta) = -12.31 / -12.31 eV
Charge = +1
Spin multiplicity = 3
<S²> = 2.054

---

The following is a DFT calculation (ωB97M-V/def2-TZVPD) of a 8-piece molecular cluster, C41H82IN2O24PS9 overall in a non-equilibrium geometry.

Each line ends with the Mulliken charge.
Cartesian coordinates (Å):
C 7.74 -6.01 1.35  -0.97
H -10.00 -7.04 -5.21  0.37
C -1.67 2.48 -1.28  0.04
C -1.17 -2.27 -9.24  -0.98
H 9.73 -4.89 5.38  0.36
O -8.87 9.95 5.09  -0.60
H -5.36 -10.84 -2.65  0.39
H -4.07 7.71 1.09  0.33
H -5.67 -8.39 -3.14  0.23
C -4.14 -1.81 -0.25  0.07
H 6.96 -6.76 1.38  0.38
O -0.50 -0.82 -7.19  -0.59
H 14.38 -0.52 6.49  0.39
H -2.16 -3.71 -0.58  0.18
H 5.52 -2.47 2.25  0.18
C 3.27 5.68 -2.51  -0.44
H -0.85 -3.13 2.06  0.50
C -2.50 -0.54 1.00  0.80
H -7.46 4.68 0.87  0.31
H 4.65 -1.24 3.22  0.33
O 5.75 3.65 -2.37  -0.63
H -0.16 -2.68 -9.31  0.37
H -4.82 9.75 4.09  0.26
H 2.24 -0.83 -0.06  0.36
H -5.88 -5.20 -2.63  0.15
H 11.97 0.05 5.97  0.30
O -6.99 -8.71 -4.72  -0.28
C -1.70 -3.65 1.60  -0.89
C -6.75 4.68 1.70  -0.27
H -3.82 -3.62 1.62  0.38
C -3.22 -1.70 0.83  -0.25
H -9.15 -8.24 -6.22  0.34
C 11.33 1.82 2.21  -1.01
H 10.78 -3.47 5.52  0.36
H 3.36 -0.45 -1.45  -0.22
H -8.90 10.93 2.45  0.31
O -9.11 -9.17 -3.55  -0.60
H -2.55 6.98 1.66  0.38
C -5.63 -3.03 -1.40  -0.13
S -4.40 5.68 2.21  1.06
S -1.44 -1.83 -7.56  1.25
H -3.69 -1.73 -5.93  0.34
H 0.72 -4.59 0.05  0.39
C -1.95 1.90 0.13  -0.28
S -8.29 -8.10 -4.03  1.13
H 0.46 -1.42 -1.25  -0.09
H -3.03 1.21 -6.53  0.28
H 0.32 -2.89 0.28  0.05
O -6.75 10.37 3.92  -0.24
C 4.34 -1.05 1.10  0.77
H 2.58 -3.28 -1.07  0.37
H -4.66 -0.66 -6.93  0.27
C 10.38 -4.21 4.82  -1.06
C -1.44 -4.12 0.14  -0.45
H 11.21 -4.81 4.43  0.29
H 14.89 0.51 5.14  0.28
H 13.97 -0.95 4.83  0.30
H -5.41 10.63 5.49  0.34
O 4.12 -1.76 -0.04  -0.37
H -2.13 0.17 -5.43  0.06
C 4.14 6.04 -3.70  -1.00
C -3.51 6.79 1.18  -1.00
H 10.54 2.36 2.73  0.32
H 7.44 -5.18 0.71  0.31
H -3.79 0.63 -5.03  0.36
H 2.22 5.85 -2.76  0.26
H -7.05 -10.37 -2.49  0.31
H 3.30 2.31 -0.25  0.35
H -3.36 6.32 0.21  0.33
P -1.25 -0.32 2.33  0.41
H -3.78 1.26 -1.59  0.72
H 8.77 -2.97 4.07  0.29
H 12.18 2.47 2.01  0.34
C -4.35 -0.75 -1.12  0.03
H -0.86 -3.38 -2.21  0.47
H 3.93 5.37 -4.54  0.26
C 2.39 -2.35 -1.62  -0.99
H -5.05 -9.28 -4.52  0.29
O 10.72 -0.23 3.70  -0.59
H -5.16 8.16 5.94  0.41
C -3.61 0.43 -0.91  -0.34
C -9.03 -7.44 -5.49  -0.97
N -5.24 -0.76 -2.16  -0.63
H -1.24 -1.38 -9.86  0.32
H -9.72 12.13 3.48  0.37
C 4.60 -1.89 2.34  -0.88
H -6.83 4.95 3.85  0.28
O 8.42 -6.50 3.81  -0.62
H 4.94 1.67 -0.48  0.44
H -6.53 -11.22 -3.93  0.27
C 12.80 0.68 5.64  -0.30
H 10.95 1.40 1.28  0.38
C 0.90 -2.13 -1.96  -0.06
H 0.70 -4.30 -2.26  0.39
H -2.64 2.62 0.60  0.08
O 3.38 4.29 -2.16  -0.12
H 12.93 1.46 6.39  0.28
O -1.60 -3.02 -6.78  -0.65
O 9.22 -4.46 2.68  -0.29
H -6.83 8.67 6.13  0.40
C 2.98 -1.22 -0.77  0.13
H -7.90 6.02 2.95  0.23
O -7.60 12.05 5.50  -0.64
C 9.63 -3.53 3.70  -0.14
C -7.49 5.01 2.99  -0.98
O -2.87 -1.16 -7.76  -0.26
H -1.84 -4.57 2.19  0.55
O 12.93 -0.20 2.56  -0.63
C 4.12 2.20 -0.95  -1.01
H -8.10 12.49 2.81  0.31
O 12.46 1.35 4.42  -0.32
H -3.17 -2.54 2.82  0.40
S 11.86 0.48 3.22  1.30
C -3.04 -2.87 1.79  -1.65
H -6.55 -2.04 -3.07  0.51
H 2.95 -2.46 -2.56  0.43
H 0.73 -1.80 -2.99  0.57
I -0.61 1.26 -2.70  0.10
C -5.68 9.88 4.75  -0.37
O -2.04 3.58 -1.55  -0.52
N -4.81 -3.00 -0.39  -0.37
C -6.23 -10.48 -3.20  -1.04
H 5.20 5.94 -3.46  0.31
S -6.58 -4.53 -1.69  -0.17
S 4.70 3.80 -1.41  1.21
H -0.09 -1.04 1.94  -0.03
O -4.63 6.31 3.48  -0.51
H 3.95 7.07 -4.01  0.39
H 3.80 1.68 -1.85  0.27
O -5.76 5.67 1.38  -0.29
C -6.02 8.56 5.41  -0.90
H -0.98 1.84 0.62  0.41
S 7.98 -5.42 2.99  1.20
H 3.73 -2.55 2.44  0.27
C 0.15 -3.48 -1.79  -1.20
O -3.81 4.38 2.14  -0.57
H -0.84 1.03 2.36  0.13
S -1.85 -0.77 4.13  -0.40
C -3.65 -0.86 -6.58  -0.42
C -5.92 -9.16 -3.88  -0.22
C -3.12 0.36 -5.85  -0.71
H -8.31 4.31 3.14  0.42
H -8.39 -6.65 -5.88  0.31
O -7.90 -7.03 -3.17  -0.55
O 4.30 0.16 1.15  -0.54
H 10.29 -2.81 3.21  0.14
H -6.30 3.69 1.75  0.25
C 0.03 -3.80 -0.26  -0.29
C -2.70 0.56 0.07  0.58
C -5.83 -1.92 -2.26  -0.27
C 14.09 -0.12 5.52  -1.00
O 4.88 4.60 -0.24  -0.66
H -1.54 -5.21 0.09  0.40
H 3.51 6.30 -1.65  0.34
H -1.90 -3.01 -9.54  0.32
H 8.67 -6.45 0.99  0.33
H -6.35 7.83 4.66  0.11
O 6.86 -4.61 3.37  -0.59
S -8.03 11.00 4.63  1.20
C -8.76 11.71 3.19  -0.93

Calculated values
M = 1433.6 g mol⁻¹
HOMO = -8.65 eV
Spin multiplicity = 1
SMILES = CC(=O)OCCCCCCCCc1c([PH2]=S)c(CC(=O)I)cc2ncc(S)nc12.CCOS(C)(=O)=O.CCOS(C)(=O)=O.CCOS(C)(=O)=O.CCOS(C)(=O)=O.CCOS(C)(=O)=O.CCOS(C)(=O)=O.CCOS(C)(=O)=O

---

The following is a DFT calculation (ωB97M-V/def2-TZVPD) of C16H26N10O6P2Pd as an isolated structure in a non-equilibrium geometry.

Each line ends with the natural charge from an NBO analysis.
Cartesian coordinates (Å):
Pd 0.18 -0.41 0.80  0.10
N 1.32 -2.44 2.68  -0.74
H 1.46 -2.76 1.70  0.48
H -1.96 5.45 2.16  0.20
H 0.42 -1.62 -2.03  0.23
C -2.56 1.50 1.06  -0.05
P -0.88 -2.82 1.16  2.30
C -0.44 -3.68 3.85  -0.64
C 5.84 0.69 1.35  0.33
N -0.39 -1.00 -3.88  -0.48
O -0.35 -1.23 5.34  -1.19
N -1.32 1.26 -3.86  -0.48
C 3.70 -0.36 0.78  0.35
H -0.02 3.42 0.97  0.19
N -0.20 0.38 -1.90  -0.46
H 0.07 -3.52 4.80  0.22
N -1.20 1.66 0.98  -0.47
C -3.16 2.72 1.13  -0.13
C -0.38 -0.98 -2.41  -0.09
O 0.33 -3.31 0.41  -1.17
C 0.88 -0.44 -4.35  -0.08
O -1.77 -4.18 1.47  -1.03
N 6.34 -2.65 0.52  -0.45
H -3.33 5.34 1.04  0.20
N 2.56 -0.29 0.62  -0.47
H 1.65 -1.47 2.78  0.47
H 1.82 -3.04 3.34  0.40
H 0.21 0.37 2.45  0.46
H -1.70 5.58 0.41  0.20
C -0.98 2.95 1.00  0.17
H -1.48 -0.12 -5.43  0.17
H 0.89 -0.43 -5.44  0.17
P -0.63 -0.90 3.91  2.37
C -1.28 1.21 -2.39  -0.08
H -1.32 -1.38 -2.02  0.23
H -2.98 0.51 1.12  0.26
H -2.42 -0.52 -3.98  0.19
H -2.68 -3.89 1.54  0.49
C -1.47 -0.12 -4.34  -0.08
H -2.23 0.81 -2.01  0.21
O 0.54 0.13 3.41  -1.04
H -0.02 1.78 -5.42  0.18
H 1.70 -1.07 -3.99  0.20
N -2.14 3.65 1.09  -0.36
H -0.14 -4.61 3.38  0.20
N 1.10 0.93 -3.87  -0.48
O -1.90 -1.87 0.59  -1.16
C 5.78 -1.66 0.71  0.33
H -4.19 3.02 1.22  0.20
H 0.11 2.77 -3.95  0.19
C -0.02 1.75 -4.32  -0.08
C -2.28 5.09 1.18  -0.39
C 1.07 0.90 -2.39  -0.08
H 1.88 0.27 -2.02  0.22
H -1.50 -3.75 4.07  0.23
C 5.10 -0.44 0.95  -0.62
C -0.18 -2.48 2.93  -0.59
H 1.21 1.91 -2.01  0.19
N 6.46 1.61 1.67  -0.45
O -1.97 -0.46 3.44  -1.17
H -1.15 2.22 -2.00  0.19

Calculated values
M = 622.8 g mol⁻¹
HOMO = -0.99 eV
Charge = -2
Spin multiplicity = 1

---

The following is a DFT calculation (ωB97M-V/def2-TZVPD) of C25H21Cl2NZn as an isolated structure in a non-equilibrium geometry.

Each line ends with the natural charge from an NBO analysis.
Cartesian coordinates (Å):
C 2.80 -1.97 1.92  0.12
C -2.82 -2.67 0.89  -0.22
C -3.70 2.84 -2.75  -0.27
H -4.07 3.92 -4.61  0.20
Cl 0.68 0.18 -5.12  -0.73
C 1.38 -1.96 1.91  0.00
Cl 3.51 3.37 -4.80  -0.74
H 5.25 -1.14 1.92  0.23
H 1.95 2.87 -1.75  0.19
N 3.24 -0.65 1.79  -0.28
C -1.97 3.82 -4.15  -0.20
Zn 2.12 1.75 -5.04  1.44
C 0.97 -0.56 1.71  -0.20
H -2.49 0.42 3.23  0.22
H 2.24 1.27 1.60  0.25
H -3.06 1.75 -0.97  0.18
H -4.77 2.70 -2.56  0.19
H -0.35 1.09 1.85  0.24
H -0.35 -3.17 2.33  0.24
C 3.56 -3.12 2.06  -0.22
C -2.75 2.29 -1.87  -0.25
C -1.39 2.51 -2.10  -0.01
H 0.95 -5.31 2.44  0.23
H 4.65 -3.08 2.02  0.22
H 4.92 0.29 0.90  0.24
C 2.17 0.19 1.67  0.20
H 0.90 4.25 -3.81  0.20
C -0.30 0.01 1.68  0.12
H -0.11 1.59 -0.49  0.14
C -1.70 -1.85 0.81  -0.14
C 4.64 -0.24 1.82  -0.42
C -3.32 3.56 -3.90  -0.27
H -4.67 -3.08 1.94  0.23
C -1.54 -0.73 1.67  -0.16
C 0.89 2.89 -2.03  -0.29
C -3.69 -1.29 2.68  -0.22
C 0.37 3.60 -3.13  -0.41
C -3.81 -2.41 1.85  -0.15
C 1.48 -4.36 2.30  -0.20
C 2.88 -4.34 2.23  -0.19
C -1.02 3.35 -3.24  -0.12
H -4.48 -1.08 3.42  0.23
H 4.85 0.42 2.68  0.23
C 0.74 -3.17 2.20  -0.20
C -2.60 -0.43 2.57  -0.13
H 3.44 -5.28 2.31  0.23
H -0.89 -2.09 0.11  0.24
C -0.18 2.22 -1.38  -0.42
H -2.92 -3.52 0.22  0.23
H -1.63 4.38 -5.03  0.19

Calculated values
M = 471.7 g mol⁻¹
HOMO = -4.78 eV
Spin multiplicity = 1